No. 1
Formula: C2FeLiO4
Source: OMol25
Level of theory: ωB97M-V/def2-TZVPD

CARTESIAN COORDINATES (ANGSTROEM)
O  2.01  -2.47  0.33
Fe  -0.98  -0.83  -0.87
O  -0.01  -1.58  0.74
O  0.54  -2.07  -1.32
C  0.87  -2.13  -0.05
C  -2.03  4.61  -0.94
O  -2.36  3.56  -1.24
Li  -2.22  1.48  -1.62

Calculated values
LUMO energy (spin up / spin down): 0.078 / 0.080 Eh
2S+1: 5
Largest force on an atom: 3.1 eV/A
Kohn-Sham gap (spin up / spin down): 4.931 / 4.628 eV
HOMO energy (spin up / spin down): -2.808 / -2.441 eV
Energy: -1648.41735 a.u.
Total charge: -1

Atom charges from the Löwdin analysis, given in e for atoms 1 to 2:
1 O -0.075
2 Fe 0.569


No. 2
Formula: C24H19AgN4O2S
Source: OMol25
Level of theory: ωB97M-V/def2-TZVPD

CARTESIAN COORDINATES (ANGSTROEM)
Ag  -1.33  -0.61  -0.23
N  0.38  2.70  3.07
C  1.15  1.74  3.71
C  1.95  1.79  4.85
C  2.56  0.60  5.21
C  2.38  -0.58  4.47
C  1.58  -0.62  3.34
C  0.97  0.57  2.96
N  0.12  0.82  1.89
C  -0.22  2.06  2.00
C  -1.16  2.74  1.11
C  -1.43  4.08  1.07
S  -2.58  4.40  -0.15
C  -2.61  2.71  -0.53
N  -1.85  1.98  0.20
H  0.22  3.65  3.37
H  2.09  2.69  5.42
H  3.20  0.58  6.09
H  2.86  -1.50  4.79
H  1.43  -1.53  2.77
H  -1.00  4.87  1.66
H  -3.20  2.32  -1.35
C  -3.33  -0.69  -4.52
C  -2.46  0.18  -3.62
O  -2.94  0.54  -2.55
C  -1.12  0.54  -4.07
C  -0.79  0.37  -5.43
C  0.42  0.75  -5.96
C  1.37  1.33  -5.09
C  1.12  1.48  -3.76
C  -0.13  1.07  -3.15
O  -0.29  1.18  -1.91
H  -4.22  -0.97  -3.96
H  -2.80  -1.58  -4.85
H  -3.63  -0.13  -5.41
H  -1.52  -0.07  -6.10
H  0.63  0.62  -7.02
H  2.33  1.64  -5.50
H  1.86  1.90  -3.09
N  -1.50  -2.40  0.84
C  -0.40  -2.98  1.17
C  0.94  -2.80  0.59
C  2.07  -3.38  1.10
C  2.06  -4.22  2.22
C  0.79  -4.51  2.77
C  -0.36  -3.97  2.27
H  1.00  -2.14  -0.28
H  3.03  -3.16  0.61
H  2.97  -4.68  2.61
H  0.73  -5.18  3.62
H  -1.32  -4.21  2.74

Calculated values
Energy relative to the best compared isomer or geometry (same formula, charge and spin): 44.8 kcal per mole
LUMO energy: 0.140 Eh
Largest force on an atom: 0.3 eV/A
Kohn-Sham gap: 2.537 eV
HOMO energy: 1.266 eV
Energy: -1840.56373 a.u.
Total charge: -2

Atom charges from the Löwdin analysis, given in e for atoms 1 to 2:
1 Ag 0.647
2 N 0.149


No. 3
Formula: C46H51As2Br5N5O2STl
Source: OMol25
Level of theory: ωB97M-V/def2-TZVPD

CARTESIAN COORDINATES (ANGSTROEM)
Tl  0.68  -0.96  1.02
N  2.14  1.19  2.56
C  3.56  0.92  2.70
C  4.19  0.51  1.37
N  3.61  -0.74  0.91
C  4.22  -1.36  -0.25
C  3.58  -0.89  -1.56
N  2.17  -1.28  -1.58
H  1.93  2.13  2.24
H  1.60  0.96  3.38
H  3.67  0.09  3.40
H  4.13  1.77  3.11
H  5.28  0.44  1.49
H  3.99  1.29  0.62
H  3.50  -1.38  1.70
H  4.07  -2.44  -0.17
H  5.30  -1.17  -0.29
H  4.16  -1.30  -2.40
H  3.65  0.20  -1.61
H  2.04  -2.23  -1.24
H  1.74  -1.18  -2.49
Br  4.32  -7.45  2.84
C  3.64  -5.68  2.93
C  3.84  -4.91  4.06
Br  4.85  -5.57  5.53
C  3.28  -3.61  4.10
Br  3.51  -2.50  5.64
C  2.52  -3.04  3.06
O  2.00  -1.86  3.14
C  2.37  -3.82  1.83
O  1.75  -3.33  0.81
C  2.92  -5.13  1.85
Br  2.64  -6.13  0.25
S  -2.12  -2.73  -0.38
C  -2.98  -2.42  -1.86
C  -3.71  -3.44  -2.53
C  -4.44  -3.17  -3.68
C  -4.48  -1.88  -4.22
C  -3.75  -0.88  -3.60
C  -3.00  -1.14  -2.45
As  -2.03  0.29  -1.53
C  -3.65  1.41  -1.27
C  -4.78  0.71  -0.85
C  -5.97  1.37  -0.56
C  -6.05  2.75  -0.68
C  -4.92  3.47  -1.06
C  -3.73  2.80  -1.34
C  -1.18  1.01  -3.17
C  -0.28  0.11  -3.76
C  0.46  0.45  -4.87
C  0.33  1.72  -5.44
C  -0.55  2.62  -4.88
C  -1.30  2.27  -3.76
H  -3.68  -4.44  -2.12
H  -4.99  -3.97  -4.16
H  -5.06  -1.67  -5.11
H  -3.77  0.12  -4.01
H  -4.73  -0.37  -0.75
H  -6.83  0.80  -0.24
H  -6.98  3.27  -0.47
H  -4.97  4.55  -1.14
H  -2.86  3.39  -1.60
H  -0.19  -0.88  -3.33
H  1.14  -0.27  -5.31
H  0.92  1.99  -6.31
H  -0.67  3.61  -5.31
H  -2.00  3.00  -3.36
Br  1.02  -6.92  5.53
C  0.22  -5.37  4.77
C  0.03  -4.25  5.55
C  -0.55  -3.12  4.99
C  -0.92  -3.12  3.65
C  -0.71  -4.25  2.87
C  -0.15  -5.38  3.43
N  -1.40  -1.95  3.03
C  -2.47  -1.41  3.41
C  -2.95  -0.08  2.96
C  -4.19  0.38  3.40
C  -4.60  1.65  3.05
C  -3.77  2.43  2.27
C  -2.56  1.88  1.86
N  -2.16  0.67  2.20
H  0.37  -4.23  6.58
H  -0.65  -2.21  5.57
H  -0.97  -4.22  1.81
H  0.03  -6.26  2.83
H  -3.12  -1.92  4.13
H  -4.82  -0.27  3.99
H  -5.55  2.04  3.39
H  -4.05  3.43  1.96
H  -1.87  2.44  1.23
C  2.49  2.13  -3.69
C  2.97  2.93  -2.48
As  1.78  2.61  -0.93
C  0.15  3.42  -1.71
C  0.21  4.86  -2.22
C  2.37  4.09  0.26
C  3.18  5.24  -0.35
H  3.27  2.08  -4.46
H  1.60  2.58  -4.14
H  2.23  1.10  -3.42
H  3.04  3.99  -2.72
H  3.97  2.60  -2.18
H  -0.63  3.32  -0.96
H  -0.12  2.74  -2.52
H  0.39  5.56  -1.40
H  -0.73  5.14  -2.69
H  1.00  4.99  -2.96
H  2.96  3.62  1.04
H  1.46  4.48  0.74
H  4.14  4.88  -0.73
H  3.39  6.01  0.40
H  2.66  5.72  -1.18

Calculated values
Energy relative to the best compared isomer or geometry (same formula, charge and spin): 42.8 kcal per mole
LUMO energy: 0.133 Eh
Largest force on an atom: 1.4 eV/A
Kohn-Sham gap: 4.837 eV
HOMO energy: -1.226 eV
Energy: -20120.04873 a.u.
Total charge: -2

Atom charges from the Löwdin analysis, given in e for atoms 1 to 2:
1 Tl 0.693
2 N -0.023


No. 4
Formula: C34H30ClGeMgN3O7
Source: OMol25
Level of theory: ωB97M-V/def2-TZVPD

CARTESIAN COORDINATES (ANGSTROEM)
Mg  -0.06  -0.25  1.23
O  2.69  0.21  4.29
C  1.98  0.32  3.29
O  1.96  -0.39  2.24
C  1.02  1.52  3.21
C  0.89  2.58  4.09
C  0.08  3.65  3.72
C  -0.54  3.66  2.47
C  -0.36  2.55  1.66
N  0.35  1.52  2.07
C  -0.83  2.33  0.21
O  -1.49  3.20  -0.35
O  -0.44  1.20  -0.25
H  1.42  2.57  5.04
H  -0.05  4.49  4.39
H  -1.14  4.49  2.12
C  -1.15  -3.12  4.14
C  -1.28  -1.70  3.66
O  -0.40  -1.14  3.01
N  -2.35  -1.02  4.14
C  -2.57  0.37  3.77
C  -3.18  0.52  2.40
C  -4.49  0.97  2.25
C  -5.04  1.01  0.98
C  -4.28  0.59  -0.09
C  -2.97  0.19  0.15
N  -2.43  0.16  1.36
H  -0.20  -3.52  3.79
H  -1.96  -3.73  3.75
H  -1.18  -3.14  5.23
H  -3.16  -1.57  4.38
H  -1.60  0.86  3.79
H  -3.22  0.82  4.52
H  -5.05  1.30  3.11
H  -6.05  1.38  0.83
H  -4.67  0.58  -1.10
H  -2.32  -0.10  -0.67
Cl  -3.20  -2.99  -1.78
C  -1.79  -3.61  -0.88
C  -1.55  -2.71  0.36
O  -2.30  -2.90  1.32
O  -0.59  -1.89  0.23
H  -0.95  -3.61  -1.56
H  -2.04  -4.62  -0.55
C  4.06  -0.46  0.12
Ge  2.24  -0.43  -0.70
C  2.34  -1.99  -1.99
C  1.60  -3.16  -1.81
C  1.69  -4.20  -2.72
C  2.53  -4.09  -3.82
C  3.28  -2.93  -4.00
C  3.17  -1.89  -3.10
C  2.28  1.16  -1.92
C  3.28  2.09  -1.75
C  3.30  3.29  -2.49
C  2.29  3.58  -3.36
C  1.24  2.66  -3.57
C  0.17  2.94  -4.45
C  -0.83  2.04  -4.66
C  -0.79  0.78  -4.02
C  0.22  0.49  -3.15
C  1.25  1.42  -2.87
H  4.84  -0.51  -0.65
H  4.13  -1.33  0.77
H  4.20  0.43  0.74
H  0.96  -3.24  -0.94
H  1.10  -5.10  -2.58
H  2.60  -4.90  -4.54
H  3.94  -2.85  -4.86
H  3.74  -0.98  -3.25
H  4.07  1.90  -1.03
H  4.12  3.99  -2.34
H  2.28  4.51  -3.91
H  0.16  3.91  -4.95
H  -1.65  2.28  -5.32
H  -1.58  0.07  -4.20
H  0.24  -0.47  -2.64

Calculated values
Energy relative to the best compared isomer or geometry (same formula, charge and spin): 36.7 kcal per mole
LUMO energy (spin up / spin down): 0.090 / 0.065 Eh
2S+1: 2
Largest force on an atom: 1.9 eV/A
Kohn-Sham gap (spin up / spin down): 7.267 / 7.306 eV
HOMO energy (spin up / spin down): -4.827 / -5.526 eV
Energy: -4742.09168 a.u.
Total charge: -1

Atom charges from the Löwdin analysis, given in e for atoms 1 to 2:
1 Mg 0.536
2 O 0.018


No. 5
Formula: C4H12N2O3
Source: OMol25
Level of theory: ωB97M-V/def2-TZVPD

CARTESIAN COORDINATES (ANGSTROEM)
C  -1.13  -0.03  -0.14
C  -0.52  0.29  1.24
C  2.41  0.03  0.70
C  -1.17  -1.54  -0.38
N  -0.30  0.61  -1.17
N  2.42  -0.83  -0.32
O  -2.47  0.44  -0.20
O  -0.41  1.68  1.42
O  2.18  1.28  0.33
H  -2.51  1.27  0.28
H  0.50  1.94  1.21
H  1.76  1.33  -0.56
H  -1.19  -0.10  2.01
H  0.56  -0.18  1.33
H  -0.41  1.61  -1.07
H  -0.68  0.37  -2.08
H  1.83  -0.67  -1.14
H  2.72  -1.78  -0.15
H  -1.75  -2.01  0.41
H  -1.66  -1.74  -1.33
H  -0.17  -1.95  -0.39

Calculated values
Energy relative to the best compared isomer or geometry (same formula, charge and spin): 58.9 kcal per mole
LUMO energy: 0.026 Eh
Largest force on an atom: 2.6 eV/A
Kohn-Sham gap: 9.399 eV
HOMO energy: -8.689 eV
Energy: -494.78362 a.u.

Atom charges from the Löwdin analysis, given in e for atoms 1 to 2:
1 C -0.634
2 C -0.202


No. 6
Formula: C26H12F17NO6ReS2
Source: OMol25
Level of theory: ωB97M-V/def2-TZVPD

CARTESIAN COORDINATES (ANGSTROEM)
Re  -0.86  -0.44  0.87
C  2.12  5.21  -1.01
C  1.83  3.76  -0.68
C  2.52  3.10  0.32
C  2.24  1.77  0.61
C  1.27  1.11  -0.10
N  0.97  -0.27  0.25
C  1.92  -1.25  0.05
C  3.15  -0.88  -0.53
C  4.19  -1.77  -0.62
C  4.05  -3.07  -0.13
C  5.18  -4.05  -0.15
C  2.79  -3.46  0.36
C  1.71  -2.60  0.42
C  0.37  -3.17  0.84
O  -0.74  -2.30  0.73
C  0.42  -3.64  2.33
F  0.92  -4.86  2.44
F  1.19  -2.81  3.03
F  -0.79  -3.62  2.88
C  -0.07  -4.34  -0.10
F  0.79  -5.35  -0.16
F  -0.22  -3.86  -1.33
F  -1.24  -4.83  0.32
C  0.51  1.75  -1.08
C  0.83  3.07  -1.36
C  -0.65  0.99  -1.72
O  -1.44  0.42  -0.69
C  -1.67  1.91  -2.43
F  -2.73  1.21  -2.83
F  -2.11  2.83  -1.58
F  -1.14  2.52  -3.49
C  -0.13  -0.14  -2.68
F  -0.66  -0.05  -3.90
F  -0.43  -1.34  -2.18
F  1.20  -0.06  -2.80
H  3.07  5.53  -0.58
H  2.15  5.36  -2.08
H  1.34  5.86  -0.61
H  3.29  3.62  0.88
H  2.78  1.25  1.39
H  3.28  0.12  -0.91
H  5.13  -1.46  -1.06
H  6.10  -3.62  -0.54
H  5.38  -4.43  0.86
H  4.92  -4.92  -0.77
H  2.68  -4.48  0.69
H  0.28  3.61  -2.13
O  -1.44  1.01  4.62
S  -1.48  0.54  3.30
O  -1.48  1.43  2.12
O  -2.84  -0.36  3.19
O  -0.41  -0.48  2.87
F  -6.23  3.66  -0.84
C  -5.56  2.70  -0.23
C  -5.20  2.84  1.10
F  -5.53  3.94  1.76
C  -4.48  1.84  1.74
F  -4.14  2.00  3.02
C  -4.14  0.71  1.05
S  -3.27  -0.72  1.60
C  -4.52  0.57  -0.27
F  -4.18  -0.56  -0.91
C  -5.22  1.55  -0.93
F  -5.56  1.40  -2.20

Calculated values
LUMO energy (spin up / spin down): -0.222 / -0.220 Eh
Largest force on an atom: 1.7 eV/A
Kohn-Sham gap (spin up / spin down): 5.948 / 5.917 eV
HOMO energy (spin up / spin down): -12.000 / -11.906 eV
Energy: -4076.33954 a.u.
Total charge: +1

Atom charges from the Löwdin analysis, given in e for atoms 1 to 2:
1 Re 1.627
2 C -0.025


No. 7
Formula: C12H19OP
Source: OMol25
Level of theory: ωB97M-V/def2-TZVPD

CARTESIAN COORDINATES (ANGSTROEM)
C  0.58  -2.96  1.30
C  0.24  -2.78  -0.05
C  0.90  -1.91  2.12
C  0.24  -1.46  -0.52
C  0.96  -0.59  1.62
C  0.63  -0.37  0.30
C  -2.94  -0.29  -1.41
C  -2.90  -1.25  0.92
C  2.55  1.70  -2.06
C  2.76  2.11  0.48
C  -3.48  -1.11  -0.51
C  1.89  2.18  -0.73
O  -0.44  2.00  0.71
P  0.29  1.25  -0.53
H  0.53  -4.07  1.44
H  -0.02  -3.65  -0.64
H  1.11  -2.02  3.20
H  -0.09  -1.27  -1.57
H  1.06  0.28  2.23
H  -3.35  -0.08  -2.43
H  -2.11  0.25  -1.10
H  -0.54  2.93  0.65
H  -3.63  -0.95  1.73
H  -2.00  -0.63  1.27
H  -2.66  -2.34  1.05
H  3.47  2.18  -2.20
H  2.83  0.69  -1.86
H  1.88  1.69  -2.93
H  3.11  3.14  0.98
H  3.76  1.65  0.36
H  2.22  1.57  1.32
H  -4.51  -1.51  -0.75
H  1.76  3.30  -0.86

Calculated values
Energy relative to the best compared isomer or geometry (same formula, charge and spin): 22.3 kcal per mole
SMILES: CC(C)P(O)c1ccccc1.C=CC
LUMO energy: 0.029 Eh
Largest force on an atom: 3.9 eV/A
Kohn-Sham gap: 8.909 eV
HOMO energy: -8.109 eV
Energy: -885.15870 a.u.

Atom charges from the Löwdin analysis, given in e for atoms 1 to 2:
1 C -0.111
2 C -0.092


No. 8
Formula: C22H27MnN5O3
Source: OMol25
Level of theory: ωB97M-V/def2-TZVPD

CARTESIAN COORDINATES (ANGSTROEM)
Mn  -0.22  0.23  0.06
O  5.69  -3.40  3.71
C  5.05  -3.62  2.56
O  5.09  -4.69  2.02
C  4.24  -2.49  1.97
C  3.82  -2.66  0.65
C  3.03  -1.70  0.03
C  2.67  -0.57  0.75
C  3.07  -0.38  2.06
C  3.87  -1.34  2.66
N  1.80  0.40  0.14
C  2.27  1.42  -0.45
C  1.32  2.36  -1.04
C  1.70  3.52  -1.69
C  0.71  4.35  -2.21
C  -0.61  3.99  -2.06
C  -0.92  2.80  -1.40
N  0.02  2.00  -0.90
H  5.69  -2.47  3.97
H  4.12  -3.56  0.13
H  2.71  -1.83  -0.99
H  2.77  0.50  2.60
H  4.16  -1.18  3.69
H  3.34  1.61  -0.51
H  2.75  3.76  -1.78
H  0.98  5.26  -2.72
H  -1.40  4.61  -2.46
H  -1.95  2.49  -1.27
C  0.35  -2.88  3.51
N  -0.74  -3.05  2.56
C  -1.58  -4.23  2.71
C  -0.91  -2.22  1.56
O  -0.18  -1.22  1.37
H  1.19  -3.52  3.23
H  0.00  -3.17  4.50
H  0.67  -1.84  3.52
H  -0.96  -5.13  2.66
H  -2.32  -4.27  1.92
H  -2.08  -4.20  3.67
H  -1.73  -2.46  0.88
C  -5.75  0.44  -0.15
C  -4.39  0.72  0.39
C  -3.98  1.44  1.49
C  -2.58  1.35  1.50
N  -2.16  0.63  0.47
N  -3.27  0.24  -0.20
C  -1.59  1.94  2.46
H  -6.50  0.88  0.50
H  -5.94  -0.63  -0.23
H  -5.87  0.88  -1.14
H  -4.60  1.95  2.19
H  -3.19  -0.31  -1.04
H  -1.59  3.03  2.39
H  -0.57  1.59  2.27
H  -1.84  1.67  3.49
C  -0.40  -0.75  -1.42
H  -0.11  -1.80  -1.40
H  -0.71  -0.33  -2.38

Calculated values
LUMO energy (spin up / spin down): -0.262 / -0.263 Eh
2S+1: 2
Largest force on an atom: 0.3 eV/A
Kohn-Sham gap (spin up / spin down): 7.594 / 7.580 eV
HOMO energy (spin up / spin down): -14.733 / -14.733 eV
Energy: -2504.49855 a.u.
Total charge: +2

Atom charges from the Löwdin analysis, given in e for atoms 1 to 2:
1 Mn 0.631
2 O 0.148